Entry from the Open Molecules 2025 dataset: a structure of composition C17H21N3O2W (wB97M-V/def2-TZVPD).

## Properties
HOMO level (alpha / beta) = -15.89 / -15.89 eV
Energy relative to the best compared isomer or geometry (same formula, charge and spin) = 29.9 kcal/mol
Frontier orbital gap (alpha / beta) = 6.15 / 6.76 eV
Electronic energy = -28342.3693 eV

Geometry as ORCA input:
```
! wB97M-V def2-TZVPD RIJCOSX def2/J DEFGRID3
* xyz 2 3
C 0.10 -5.40 -2.63
C -1.44 -5.43 -2.63
H 0.48 -5.07 -3.60
H 0.52 -6.38 -2.41
H 0.47 -4.70 -1.87
H -1.86 -4.42 -2.68
H -1.82 -5.99 -3.49
H -1.82 -5.91 -1.72
C 2.57 1.39 -1.15
C 3.27 2.55 -1.44
C 2.59 3.77 -1.44
C 1.23 3.78 -1.13
H 3.03 0.41 -1.13
H 4.33 2.50 -1.67
H 3.11 4.70 -1.66
H 0.69 4.72 -1.12
N 1.25 1.40 -0.86
C 0.58 2.58 -0.85
C -0.85 2.49 -0.52
N -1.33 1.24 -0.26
C -2.63 1.09 0.05
C -3.03 3.45 -0.14
C -3.51 2.16 0.12
H -2.96 0.08 0.24
H -4.55 1.99 0.37
C -1.69 3.60 -0.46
H -1.29 4.59 -0.66
H -3.69 4.31 -0.10
W 0.05 -0.30 -0.38
C -1.31 -1.75 0.09
H -2.10 -1.70 -0.68
H -1.71 -1.49 1.08
H -0.90 -2.76 0.11
O 0.12 -2.25 2.34
C 0.61 -1.16 2.55
C 1.24 -0.82 3.87
C 1.77 0.59 3.62
C 1.40 0.84 2.20
O 1.66 1.89 1.64
N 0.72 -0.18 1.62
H 0.48 -0.84 4.68
H 2.07 -1.53 4.07
H 1.27 1.33 4.28
H 2.87 0.63 3.75
*
```

Table of Mulliken atomic charges, one value per atom, all in e: C -0.712; C -0.767; H 0.282; H 0.292; H 0.143; H 0.169; H 0.331; H 0.274; C 0.051; C -0.713; C -0.597; C -0.603; H 0.427; H 0.443; H 0.478; H 0.412; N -0.067; C 1.224; C 0.616; N -0.526; C 0.004; C -0.510; C -0.852; H 0.513; H 0.437; C -0.734; H 0.353; H 0.483; W 1.719; C -1.567; H 0.519; H 0.535; H 0.462; O -0.525; C 0.165; C -0.282; C -0.410; C 0.112; O -0.484; N -0.200; H 0.281; H 0.268; H 0.267; H 0.289